[1]
Computed, not measured: a 2-piece molecular cluster, C8H16F3N3O6PS3 overall in a non-equilibrium geometry, with ωB97M-V with the def2-TZVPD basis set.

Structure (XYZ):
```
40
Properties=species:S:1:pos:R:3:mulliken_charge:R:1
N -1.003 -0.448 4.567 -0.45
P -1.671 -1.412 3.593 0.72
O -3.231 -1.260 3.523 -0.42
O -1.385 -2.946 3.853 -0.43
S -0.939 -1.164 1.513 -0.02
C -2.135 -0.243 0.458 -0.85
C -2.048 1.254 0.578 -0.76
S -2.672 1.822 2.187 -0.18
C -1.440 2.988 2.579 0.72
N -0.971 3.867 1.812 -0.26
N -0.005 4.522 2.553 -0.48
C 0.004 3.998 3.694 0.01
O -0.898 2.974 3.788 -0.26
C 0.633 -0.157 1.645 0.71
F 1.516 -1.010 2.091 -0.19
F 0.530 0.864 2.451 -0.11
F 0.924 0.239 0.432 -0.12
H -0.469 -0.989 5.245 0.26
H -3.559 -0.670 2.832 0.33
H -1.334 -3.418 3.008 0.36
H -1.888 -0.547 -0.551 0.50
H -3.127 -0.614 0.674 0.54
H -2.686 1.668 -0.191 0.53
H -1.062 1.656 0.398 0.39
H 0.603 4.227 4.545 0.44
O 1.034 -1.559 -5.597 -0.63
S 1.342 -1.916 -4.252 1.17
O 0.333 -1.849 -3.234 -0.56
O 2.604 -1.077 -3.773 -0.27
C 2.560 0.357 -3.928 -0.43
C 1.628 1.002 -2.925 -0.83
C 2.094 -3.505 -4.212 -0.95
H 2.277 0.617 -4.949 0.34
H 3.581 0.699 -3.777 0.30
H 0.593 0.719 -3.116 0.28
H 1.699 2.088 -2.979 0.45
H 1.878 0.679 -1.914 0.14
H 2.882 -3.540 -4.959 0.33
H 1.319 -4.233 -4.443 0.38
H 2.490 -3.682 -3.216 0.31
```

The electronic energy is -2765.3693 Eh. The multiplicity is 1. As for the net charge: +1.

***

[2]
Computed, not measured: C8H16INO4 in the gas phase in a non-equilibrium geometry, with ωB97M-V with the def2-TZVPD basis set.

Structure (XYZ):
```
30
Properties=species:S:1:pos:R:3:mulliken_charge:R:1
C 3.715 0.842 1.202 -1.01
C 2.752 0.320 0.027 -0.11
C 1.239 0.050 0.525 -1.29
I 0.242 1.832 1.263 0.09
C 0.395 -0.756 -0.616 0.97
N 0.464 -2.196 -0.178 -0.70
O 1.061 -0.720 -1.907 -0.37
C 0.745 0.448 -2.637 0.02
O 0.561 1.577 -2.171 -0.39
O -0.988 -0.386 -0.667 -0.24
C -1.777 -1.030 0.357 -0.37
C -3.165 -0.215 0.603 0.14
C -3.285 1.115 -0.271 -0.95
O -3.399 0.052 2.012 -0.55
H 3.103 1.091 2.124 0.32
H 4.221 1.799 0.842 0.27
H 4.484 0.017 1.419 0.27
H 3.199 -0.590 -0.505 0.33
H 2.683 1.161 -0.744 0.16
H 1.348 -0.655 1.427 0.62
H 1.462 -2.312 0.083 0.32
H 0.322 -2.761 -1.035 0.29
H 0.712 0.342 -3.781 0.37
H -1.257 -1.027 1.382 0.31
H -2.113 -2.090 0.068 0.11
H -4.034 -0.893 0.278 0.32
H -3.584 0.890 -1.349 0.29
H -4.132 1.752 0.178 0.33
H -2.352 1.757 -0.222 0.11
H -2.622 0.588 2.292 0.33
```

The electronic energy is -967.7563 Eh. The multiplicity is 1. As for the net charge: 0. Its SMILES is CC[C@@H](I)[C@](N)(OC=O)OC[C@H](C)O. As for the energy relative to the best compared isomer or geometry (same formula, charge and spin): 27.7 kcal per mole.

***

[3]
Computed, not measured: a 2-piece molecular cluster, C8H16N2 overall in a non-equilibrium geometry, with ωB97M-V with the def2-TZVPD basis set.

Structure (XYZ):
```
26
Properties=species:S:1:pos:R:3:mulliken_charge:R:1
C -1.131 2.103 2.034 -0.96
C 0.167 3.628 -1.097 -0.20
C -0.381 2.674 0.893 0.64
C 0.984 3.211 1.016 -0.50
N -0.813 3.014 -0.421 -0.62
N 1.341 3.804 -0.207 -0.12
H 0.326 3.879 -2.104 0.40
H 2.206 4.297 -0.401 0.20
H 1.648 3.207 1.885 0.38
H -0.530 1.150 2.417 0.22
H -2.133 1.715 1.586 0.26
H -1.383 2.660 2.962 0.30
C 0.046 -2.825 -0.776 1.12
C 1.485 -2.462 -0.499 -1.32
C -0.880 -3.126 0.395 -1.81
C -0.753 -1.779 -1.580 -1.33
H 0.157 -3.886 -1.248 0.09
H 2.207 -3.100 0.081 0.33
H 1.561 -1.429 -0.090 0.27
H -1.134 -2.222 0.790 0.45
H -1.822 -3.616 0.187 0.40
H -0.575 -3.811 1.103 0.44
H -0.589 -2.052 -2.590 0.38
H -1.824 -1.874 -1.344 0.35
H -0.318 -0.722 -1.601 0.28
H 2.137 -2.437 -1.391 0.34
```

The electronic energy is -423.8450 Eh. The multiplicity is 1. As for the net charge: 0. Its SMILES is Cc1c[nH]cn1.CC(C)C. As for the energy relative to the best compared isomer or geometry (same formula, charge and spin): 59.4 kcal per mole.

***

[4]
Computed, not measured: C8H16N2 in the gas phase in a non-equilibrium geometry, with ωB97M-V with the def2-TZVPD basis set.

Structure (XYZ):
```
26
Properties=species:S:1:pos:R:3:mulliken_charge:R:1
C 0.352 2.463 -0.392 -1.20
C 0.290 0.339 -1.577 -1.05
C 0.693 -1.029 -1.087 0.07
C 1.666 -0.814 0.088 -1.02
C 0.901 0.298 0.798 -0.05
C -0.164 -0.299 1.694 -1.45
C -1.197 -1.058 0.798 0.32
C -0.514 -1.725 -0.424 -1.37
H -0.389 2.990 -0.995 0.31
H 1.378 2.711 -0.871 0.30
H 0.182 2.894 0.598 0.38
H 1.041 0.820 -2.189 0.48
H -0.633 0.534 -2.142 0.37
H 1.014 -1.696 -1.880 0.38
H 1.871 -1.619 0.778 0.47
H 2.592 -0.262 -0.248 0.34
H 1.599 1.055 1.170 0.55
H -0.682 0.436 2.247 0.51
H 0.232 -1.004 2.410 0.38
H -1.699 -1.977 1.252 0.49
H -1.845 0.770 0.164 0.25
H -2.929 -0.117 1.116 0.26
H -0.264 -2.809 -0.265 0.38
H -1.420 -1.782 -1.065 0.48
N 0.189 1.054 -0.329 0.20
N -2.263 -0.174 0.352 -0.77
```

The electronic energy is -423.8909 Eh. The multiplicity is 1. As for the net charge: 0. Its SMILES is CN1C[C@@H]2C[C@H](N)C[C@H]1C2. As for the energy relative to the best compared isomer or geometry (same formula, charge and spin): 30.6 kcal per mole.

***

[5]
Computed, not measured: C8H16N2O3 in the gas phase in a non-equilibrium geometry, with ωB97M-V with the def2-TZVPD basis set.

Structure (XYZ):
```
29
Properties=species:S:1:pos:R:3:mulliken_charge:R:1
C -0.449 -0.741 -0.612 0.29
C 0.398 0.056 -1.502 -0.13
C 0.301 -1.389 0.623 0.86
C -0.616 -2.101 1.531 -1.96
C 1.328 -2.273 0.011 -1.59
C 0.355 2.239 -0.239 0.25
C 0.189 1.809 1.306 0.37
C -0.953 2.841 -0.670 -1.24
H -1.826 -2.008 -0.897 0.20
H -1.192 -1.366 -2.225 0.23
H -1.200 -0.006 -0.341 0.55
H 0.813 -0.559 1.149 0.16
H -1.075 -2.916 1.073 0.50
H -0.127 -2.583 2.360 0.45
H -1.274 -1.386 2.048 0.33
H 2.065 -1.766 -0.550 0.35
H 0.669 -2.763 -0.693 0.47
H 1.662 -3.120 0.641 0.39
H 1.448 1.626 -2.042 0.32
H 1.053 3.113 -0.372 0.42
H -0.871 2.683 -1.804 0.30
H -1.839 2.215 -0.263 0.23
H -0.915 3.828 -0.181 0.45
H 0.811 1.919 2.824 0.33
N -1.032 -1.753 -1.319 -0.61
N 0.946 1.309 -1.148 -0.26
O 0.798 -0.322 -2.594 -0.68
O -0.557 1.033 1.784 -0.50
O 1.089 2.380 2.101 -0.48
```

The electronic energy is -649.6006 Eh. The multiplicity is 1. As for the net charge: 0. Its SMILES is CC(C)[C@H](N)C(=O)N[C@@H](C)C(=O)O. As for the energy relative to the best compared isomer or geometry (same formula, charge and spin): 74.2 kcal per mole.

***

[6]
Computed, not measured: C8H16N2O3 in the gas phase in a non-equilibrium geometry, with ωB97M-V with the def2-TZVPD basis set.

Structure (XYZ):
```
29
Properties=species:S:1:pos:R:3:mulliken_charge:R:1
C -0.365 1.280 0.204 -0.54
C -0.469 -0.259 0.104 0.62
C 1.069 1.764 0.563 0.82
C 1.959 1.540 -0.730 -1.32
C 1.274 3.226 1.091 -1.15
C 1.389 3.541 2.578 -1.37
C 0.301 -2.177 -0.929 -1.09
C -0.750 -3.224 -1.435 0.62
H -1.527 1.532 2.029 0.22
H -1.580 2.809 0.847 0.20
H -0.675 1.425 -0.857 0.45
H 1.389 1.126 1.412 0.32
H 2.967 1.269 -0.561 0.32
H 1.907 2.513 -1.317 0.41
H 1.359 1.040 -1.566 0.16
H 0.784 3.886 0.338 0.43
H 2.229 3.327 0.817 0.58
H 1.582 4.608 2.502 0.37
H 2.155 3.001 3.312 0.28
H 0.494 3.335 3.063 0.37
H 0.347 -0.246 -1.761 0.31
H 0.706 -2.563 -0.022 0.50
H 1.171 -2.329 -1.638 0.38
H -1.659 -2.742 0.274 0.40
N -1.388 1.920 1.043 -0.56
N 0.144 -0.763 -0.990 -0.05
O -1.104 -0.897 0.904 -0.72
O -0.822 -3.842 -2.400 -0.48
O -1.748 -3.291 -0.493 -0.50
```

The electronic energy is -649.5797 Eh. The multiplicity is 1. As for the net charge: 0. Its SMILES is CC[C@H](C)[C@H](N)C(=O)NCC(=O)O. As for the energy relative to the best compared isomer or geometry (same formula, charge and spin): 87.3 kcal per mole.

***

[7]
Computed, not measured: C8H16N2O4 in the gas phase in a non-equilibrium geometry, with ωB97M-V with the def2-TZVPD basis set.

Structure (XYZ):
```
30
Properties=species:S:1:pos:R:3:mulliken_charge:R:1
C -2.138 -1.048 -0.367 0.23
C -0.652 -1.194 -0.127 0.62
C -2.514 0.425 -0.199 -1.01
C 1.553 -0.038 -0.939 -0.31
C 2.483 -1.229 -0.831 0.19
C 1.888 1.060 0.191 0.28
C 0.804 2.236 0.258 -1.15
C 1.996 0.557 1.655 -1.32
H -2.777 -1.844 1.513 0.31
H -2.766 -2.804 0.207 0.34
H -2.313 -1.322 -1.402 0.34
H -3.595 0.454 0.006 0.55
H -2.035 0.844 0.715 0.21
H -2.987 1.471 -1.674 0.36
H -0.459 0.259 -1.487 0.43
H 1.658 0.404 -1.923 0.54
H 2.906 1.477 -0.033 0.44
H 0.693 2.765 -0.716 0.32
H -0.235 1.840 0.413 0.07
H 1.150 3.016 0.976 0.45
H 2.224 1.399 2.326 0.45
H 0.985 0.227 1.977 0.21
H 2.673 -0.301 1.732 0.35
H 1.115 -2.122 0.114 0.39
N -3.019 -1.835 0.486 -0.73
N 0.105 -0.379 -0.911 -0.19
O -0.245 -2.082 0.662 -0.72
O -2.112 1.243 -1.284 -0.52
O 3.627 -1.149 -1.067 -0.56
O 1.986 -2.329 -0.269 -0.55
```

The electronic energy is -724.9082 Eh. The multiplicity is 1. As for the net charge: 0. Its SMILES is CC(C)[C@H](NC(=O)[C@@H](N)CO)C(=O)O. As for the energy relative to the best compared isomer or geometry (same formula, charge and spin): 23.6 kcal per mole.

***

[8]
Computed, not measured: a 2-piece molecular cluster, C8H16N3 overall in a non-equilibrium geometry, with ωB97M-V with the def2-TZVPD basis set.

Structure (XYZ):
```
27
Properties=species:S:1:pos:R:3:mulliken_charge:R:1
C -2.584 -1.854 0.207 -0.22
C -1.920 -2.212 1.404 -0.60
C -1.009 -0.384 0.697 0.05
C 2.278 -0.837 0.558 -1.27
C 1.409 -0.417 -1.765 -1.16
C -0.100 3.028 -0.488 -0.87
C -0.344 0.861 0.510 -0.50
C 1.751 0.071 -0.344 0.52
N -1.938 -0.759 -0.227 0.00
N -0.932 -1.350 1.638 0.03
N -0.732 1.731 -0.451 -0.13
H -3.345 -2.270 -0.363 0.49
H -2.213 -3.022 2.059 0.39
H 1.920 -1.957 0.557 0.30
H 2.232 -0.479 1.613 0.30
H 3.386 -0.897 0.322 0.39
H 1.424 -1.611 -1.627 0.24
H 0.425 0.053 -2.067 0.23
H 2.040 -0.230 -2.562 0.45
H 0.594 2.998 -1.386 0.27
H -0.808 3.940 -0.796 0.31
H 0.362 3.181 0.470 0.33
H 0.304 1.154 1.354 0.39
H 2.149 1.113 -0.064 0.33
H -0.319 -1.309 2.454 0.28
H -2.283 -0.252 -1.037 0.27
H -1.747 1.709 -0.665 0.21
```

The electronic energy is -478.3319 Eh. The multiplicity is 1. As for the net charge: +1. As for the energy relative to the best compared isomer or geometry (same formula, charge and spin): 77.4 kcal per mole.